Entry 1:
87
Properties=species:S:1:pos:R:3 method="wB97M-V/def2-TZVPD" e_lumo_ev=-3.93 charge=+1 homo_lumo_gap_ev=7.5 homo_ev=-11.44
C 2.7307 0.1015 4.8361
C 1.5519 0.5613 3.9783
O 1.1283 -0.5363 3.1260
C -0.0377 -0.2725 2.4526
N 0.1296 -0.5602 0.9425
C 1.3986 0.2012 0.5435
C 1.5371 0.5525 -0.9530
C 3.0426 0.5452 -1.2884
C 3.3000 0.7712 -2.7821
C 4.7754 0.4761 -3.1140
C 4.9876 -1.0639 -3.2153
C 5.1767 -1.6069 -4.6560
C 4.2939 -0.9633 -5.7284
C 2.7901 -1.3561 -5.6154
C 2.1536 -1.8786 -6.9263
O 1.7783 -3.2401 -6.8551
C 2.9238 -4.0876 -6.7733
C 0.3763 -2.0414 0.8162
F -0.5306 -2.7704 1.5090
C 0.5008 -2.6113 -0.5887
C 0.8179 -4.1371 -0.4133
S -1.3221 0.0960 0.1796
O -1.5017 -0.2771 -1.1664
O -1.1855 1.4916 0.2812
C -2.8785 -0.2963 1.0995
F -3.0436 -1.5720 1.4069
F -2.9472 0.3731 2.2300
C -4.1673 0.1164 0.2417
F -3.9476 1.1332 -0.5512
F -5.0700 0.5099 1.1210
C -4.8121 -1.0850 -0.5198
F -3.9412 -1.8126 -1.1658
F -5.6281 -0.5495 -1.4048
F -5.5420 -1.8106 0.2621
H 2.3863 -0.2394 5.8067
H 3.2979 -0.6785 4.3289
H 3.4035 0.9526 4.9319
H 1.8868 1.3672 3.3187
H 0.7284 0.8678 4.6252
H -0.8800 -0.8243 2.8800
H -0.2711 0.7913 2.5672
H 1.3514 1.1381 1.0915
H 2.2963 -0.3084 0.8839
H 1.0102 -0.0987 -1.6461
H 1.2207 1.5867 -1.0810
H 3.4937 -0.3904 -0.9349
H 3.5668 1.3406 -0.7450
H 3.0663 1.8046 -3.0558
H 2.6062 0.1280 -3.3277
H 5.3750 0.8608 -2.2837
H 5.1134 1.0058 -4.0023
H 5.8760 -1.2971 -2.6234
H 4.1409 -1.5648 -2.7346
H 6.2392 -1.5172 -4.8935
H 4.9402 -2.6756 -4.6325
H 4.3896 0.1198 -5.7851
H 4.6427 -1.3548 -6.6892
H 2.6066 -2.0332 -4.7763
H 2.2628 -0.4303 -5.3662
H 2.8163 -1.6755 -7.7779
H 1.2317 -1.3193 -7.0962
H 2.7919 -4.8686 -7.5271
H 3.8524 -3.5605 -7.0005
H 2.9906 -4.5736 -5.7953
H 1.3366 -2.2304 1.2980
H -0.4172 -2.5677 -1.1708
H 1.3583 -2.2109 -1.1249
H -0.1221 -4.6842 -0.4062
H 1.3833 -4.3051 0.5014
H 1.3584 -4.4897 -1.2885
C -4.2802 2.2188 3.8391
O -3.8984 3.4145 4.5071
P -4.8303 4.0216 5.6390
O -4.6566 3.4537 6.9732
O -6.3179 3.9463 5.0663
C -7.1510 2.8381 5.4249
O -4.4749 5.5476 5.4878
C -5.1964 6.4818 6.2982
H -4.5283 1.4289 4.5526
H -5.1311 2.4178 3.1851
H -3.4487 1.9001 3.2282
H -6.8688 2.4209 6.3910
H -7.0886 2.0644 4.6588
H -8.1779 3.1919 5.4797
H -4.9997 6.2965 7.3539
H -6.2658 6.4124 6.0992
H -4.8533 7.4791 6.0382

Entry 2:
78
Properties=species:S:1:pos:R:3 method="wB97M-V/def2-TZVPD" e_lumo_ev=2.71 charge=-1 homo_lumo_gap_ev=5.6 homo_ev=-2.93
Pd -0.1442 0.7894 0.2937
C 2.1824 2.3258 -2.0715
Si 2.2770 0.4599 -1.8062
C 1.2085 -0.3824 -3.1217
C 4.0661 0.0652 -2.3428
C 1.7787 -0.0344 -0.1190
C 1.7069 -1.4676 0.1984
C 2.6898 -2.3821 -0.2470
C 2.5794 -3.7291 0.0279
C 1.5062 -4.1855 0.7849
C 0.6097 -3.2290 1.2367
N 0.6872 -1.9341 0.9590
Si 2.2124 1.0291 1.3662
C 2.0644 0.0368 2.9689
C 1.6903 2.8179 1.8102
C 4.0981 1.3631 1.2214
H 2.5931 2.5760 -3.0555
H 2.7796 2.8560 -1.3235
H 1.1591 2.6916 -2.0258
H 1.5474 -0.1460 -4.1348
H 0.1706 -0.0576 -3.0177
H 1.2450 -1.4706 -3.0003
H 4.2676 0.5256 -3.3153
H 4.2682 -1.0043 -2.4441
H 4.7802 0.4752 -1.6235
H 3.5428 -2.0083 -0.7977
H 3.3341 -4.4204 -0.3324
H 1.3748 -5.2321 1.0265
H -0.2401 -3.5250 1.8485
H 1.0294 -0.2395 3.1749
H 2.4515 0.6276 3.8053
H 2.6450 -0.8874 2.9067
H 0.6281 2.9448 2.0278
H 1.9543 3.5117 1.0072
H 2.2646 3.1083 2.6992
H 4.6401 0.4201 1.0980
H 4.5048 1.8835 2.0949
H 4.3127 1.9758 0.3400
N -1.3995 -1.8583 -1.3128
C -2.1864 -2.7539 -0.6649
C -2.2468 -4.1015 -1.0813
C -3.0766 -4.9681 -0.4133
C -3.8419 -4.5023 0.6556
C -3.7203 -3.1638 0.9815
N -2.9279 -2.3008 0.3526
H -0.6985 -2.2254 -1.9347
H -1.0925 -1.0244 -0.8014
H -1.6332 -4.4358 -1.9084
H -3.1276 -6.0078 -0.7150
H -4.5029 -5.1524 1.2117
H -4.2965 -2.7498 1.8045
C -0.1616 4.8165 -0.6556
O -0.8480 3.6885 -1.1423
H 0.9152 4.7622 -0.8486
H -0.3033 4.9568 0.4234
H -0.5597 5.6919 -1.1721
H -0.5153 2.8858 -0.6745
C -5.1115 2.1033 -0.4126
N -3.6626 2.1720 -0.4818
C -3.0969 1.1916 -1.3972
C -2.9673 2.4097 0.6842
N -1.9536 1.7002 1.0092
N -3.4805 3.4610 1.4611
C -2.9083 3.6275 2.7788
C -3.6765 4.7294 0.7718
H -5.4446 1.0900 -0.1511
H -5.5334 2.3588 -1.3868
H -5.4972 2.7946 0.3313
H -3.5526 1.3405 -2.3779
H -3.2830 0.1665 -1.0582
H -2.0216 1.3318 -1.4807
H -1.4888 2.0588 1.8363
H -1.8771 4.0110 2.7517
H -2.9157 2.6800 3.3162
H -3.5180 4.3415 3.3338
H -3.9849 4.5531 -0.2540
H -2.7490 5.3161 0.7483
H -4.4443 5.3125 1.2856

Entry 3:
77
Properties=species:S:1:pos:R:3 method="wB97M-V/def2-TZVPD" spin_multiplicity=3 e_lumo_ev="0.46 / -0.46" s_squared=2.009 homo_lumo_gap_ev="9.4 / 9.1" homo_ev="-8.94 / -9.57"
C -1.5636 2.5969 2.4405
C -2.6145 2.0503 1.3210
O -3.9957 2.1900 1.7447
C -4.8056 1.0627 1.2683
C -6.3331 1.5629 1.2213
B -7.0174 1.8183 2.6713
N -8.0429 2.9473 2.7562
C -7.4760 4.0959 2.5120
O -6.9699 5.0627 1.8775
H -0.5172 2.2464 2.0824
H -1.6151 3.7451 2.5472
H -1.7469 2.1547 3.4837
H -2.3914 0.9147 1.2126
H -2.3610 2.6139 0.3538
H -4.4944 0.7874 0.1809
H -4.6144 0.1410 1.9234
H -6.3621 2.5085 0.5531
H -6.9345 0.7256 0.6810
H -6.8352 1.1908 3.6545
C 3.9964 1.7042 -1.5768
C 2.9924 2.0945 -0.4536
C 3.5912 3.2186 0.4259
C 4.6855 2.7391 1.3736
C 4.2058 1.5492 2.1983
C 3.6423 0.4021 1.3334
N 2.6333 0.8738 0.3363
O 1.4741 1.1408 1.0095
C 4.8098 -0.3137 0.6109
C 3.0717 -0.6913 2.2746
C 1.7811 2.6931 -1.2211
H 3.7725 2.2090 -2.5195
H 5.0271 1.9674 -1.3276
H 3.9563 0.6362 -1.8012
H 2.7973 3.6792 1.0275
H 3.9922 4.0170 -0.2079
H 5.5897 2.4765 0.8150
H 4.9694 3.5550 2.0440
H 5.0352 1.1851 2.8148
H 3.4391 1.8999 2.9005
H 4.4363 -1.0805 -0.0774
H 5.4626 -0.8169 1.3302
H 5.4560 0.3631 0.0537
H 2.3054 -0.3048 2.9547
H 3.8587 -1.1077 2.9115
H 2.6390 -1.5195 1.7032
H 1.3083 1.9394 -1.8589
H 2.1004 3.5170 -1.8632
H 1.0203 3.1045 -0.5523
C -0.1307 -3.7825 0.1556
C -1.1925 -3.7450 -0.9816
C -0.6823 -4.5368 -2.2100
C 0.4000 -3.8103 -3.0018
C -0.0490 -2.3987 -3.3657
C -0.5232 -1.5822 -2.1451
N -1.5180 -2.3209 -1.3088
O -2.7135 -2.3097 -1.9741
C 0.7032 -1.1865 -1.2874
C -1.0717 -0.2202 -2.6459
C -2.4037 -4.5199 -0.3930
H -0.3456 -4.5617 0.8908
H 0.8762 -3.9852 -0.2176
H -0.1093 -2.8474 0.7192
H -1.5192 -4.7450 -2.8887
H -0.2992 -5.5133 -1.8939
H 1.3357 -3.7787 -2.4341
H 0.6189 -4.3691 -3.9161
H 0.7750 -1.8811 -3.8695
H -0.8569 -2.4708 -4.1048
H 0.3933 -0.6773 -0.3682
H 1.3548 -0.4973 -1.8327
H 1.3347 -2.0318 -1.0161
H -1.8801 -0.3334 -3.3760
H -0.2879 0.3549 -3.1497
H -1.4419 0.3879 -1.8137
H -2.8150 -4.0023 0.4794
H -2.1032 -5.5202 -0.0732
H -3.2073 -4.6607 -1.1206

Values for electronic energy, hartree, ordered as above
-3098.207677 -2014.127802 -1393.828515